[1]
C3H6O in the gas phase, computed with wB97M-V/def2-TZVPD.

Each line ends with the Mulliken charge.
CARTESIAN COORDINATES (ANGSTROEM)
C (-1.528, 0.293, 0.352)  -0.590
C (0.482, -0.431, 0.667)  -0.205
O (-0.203, 0.724, 0.687)  -0.143
C (1.505, -0.287, -0.409)  -0.759
H (-2.028, 1.217, 0.090)  0.242
H (-1.500, -0.347, -0.542)  0.301
H (-1.996, -0.260, 1.168)  0.294
H (1.373, -1.175, -1.045)  0.289
H (1.397, 0.629, -1.004)  0.280
H (2.498, -0.363, 0.036)  0.290

Atoms 1-6, force components in eV/Å:
C -0.67 0.17 -0.06
C 0.48 0.13 -0.29
O 0.04 -0.51 -0.33
C 0.21 -0.03 0.08
H -0.40 -0.01 0.12
H -0.16 0.22 0.23

Computed properties:
* total charge: 0
* gap between HOMO and LUMO: 0.3253 hartree
* relative energy (zero: lowest compared OMol25 entry of this formula, charge and spin): 89.8 kcal/mol


[2]
A gas-phase ion, C3H6O (charge +1), computed with wB97M-V/def2-TZVPD.

Each line ends with the Löwdin spin population.
CARTESIAN COORDINATES (ANGSTROEM)
C (0.627, 0.399, 0.432)  0.074
O (1.424, -0.369, 1.279)  0.070
C (-0.237, -0.487, -0.342)  0.294
C (-1.509, -0.126, -0.790)  0.452
H (1.198, 1.006, -0.304)  0.038
H (0.025, 1.104, 1.022)  0.029
H (2.355, -0.129, 1.212)  0.000
H (0.186, -1.465, -0.559)  0.008
H (-2.117, -0.767, -1.417)  0.018
H (-1.952, 0.834, -0.534)  0.016

Atoms 1-6, force components in eV/Å:
C 0.13 -0.48 0.27
O 0.03 0.08 -0.34
C 0.21 0.00 -0.06
C -0.38 0.25 -0.13
H -0.09 0.10 0.09
H -0.06 0.26 -0.05

Computed properties:
* ⟨S²⟩: 0.76
* total charge: +1
* 2S+1: 2
* gap between HOMO and LUMO (alpha / beta): 0.3999 / 0.2506 hartree
* relative energy (zero: lowest compared OMol25 entry of this formula, charge and spin): 35.6 kcal/mol


[3]
A molecular structure, C3H6O2, computed with wB97M-V/def2-TZVPD.

Each line ends with the Mulliken charge.
CARTESIAN COORDINATES (ANGSTROEM)
O (0.459, -1.711, -0.068)  -0.510
C (0.971, -0.450, 0.316)  -0.378
C (0.118, 0.600, -0.365)  -0.379
C (-1.304, 0.598, 0.117)  -0.504
O (-2.158, 1.252, -0.622)  -0.356
H (0.851, -2.384, 0.500)  0.300
H (2.024, -0.336, 0.012)  0.295
H (0.916, -0.309, 1.405)  0.303
H (0.114, 0.465, -1.455)  0.269
H (0.509, 1.608, -0.163)  0.302
H (-2.531, 0.706, 0.338)  0.658

Atoms 1-6, force components in eV/Å:
O 0.11 -0.27 0.12
C 0.13 0.37 0.10
C -0.04 -0.06 0.05
C 0.37 0.24 -0.36
O 0.10 -0.26 0.22
H -0.10 0.05 -0.14

Computed properties:
* total charge: 0
* gap between HOMO and LUMO: 0.3492 hartree
* relative energy (zero: lowest compared OMol25 entry of this formula, charge and spin): 108.2 kcal/mol